(1)
DFT (ωB97M-V with the def2-TZVPD basis set) results for a gas-phase ion, C4H12NS (charge +2).

Calculated values
Orbital gap (alpha / beta) in eV: 12.6 / 7.3
Expectation value of S²: 0.75
2S+1: 2
Total charge: +2
ΔE to the lowest compared entry with this formula, charge and spin in kJ/mol: 76.64

Cartesian coordinates (Å):
C  0.22106  -0.52456  -2.11815
C  0.24104  -0.24372  -0.64004
C  -1.04414  0.25091  0.05711
C  -1.05198  0.46577  1.59172
S  -0.25665  -0.98943  2.49668
N  1.49871  0.51907  -0.19362
H  0.17410  0.43123  -2.67602
H  1.17431  -0.99112  -2.37938
H  -0.61801  -1.13426  -2.43147
H  0.48082  -1.20810  -0.16477
H  -1.74770  -0.55590  -0.23670
H  -1.51286  1.12204  -0.44635
H  -0.44627  1.34511  1.87276
H  -2.11727  0.55506  1.83966
H  -0.61541  -0.71911  3.76723
H  1.68058  1.41296  -0.66152
H  1.68275  0.39076  0.79953
H  2.25693  -0.12671  -0.47669

Force components x, y, z for each atom (eV/Å):
0.7 1.7 -0.5
-0.2 -0.9 1.9
-0.3 -0.6 -1.2
0.4 -0.7 -1.1
-0.7 0.7 -0.6
0.9 -1.9 -1.2
-0.1 -0.4 0.1
-0.3 -0.2 -0.2
0.0 -0.2 0.2
-0.3 0.0 0.0
0.1 0.3 0.5
0.5 -0.1 0.5
-0.4 -0.2 0.4
0.4 0.1 0.8
-0.2 0.2 0.2
-0.1 0.3 0.7
-0.4 1.4 0.4
0.0 0.6 -0.8

Results of the Mulliken charge analysis, in e, for atoms 1 through 5:
1. C -1.47
2. C -0.05
3. C -0.74
4. C -0.62
5. S 0.26


(2)
DFT (ωB97M-V with the def2-TZVPD basis set) results for 2 unconnected molecules or ions with the total composition C4H12O.

Calculated values
Orbital gap in eV: 11.8
SMILES: CCCC.O
2S+1: 1
Total charge: 0
ΔE to the lowest compared entry with this formula, charge and spin in kJ/mol: 98.64

Cartesian coordinates (Å):
C  -0.70958  0.40765  -1.10799
C  2.29693  0.67548  0.12107
C  1.24308  -0.24443  0.78882
C  -0.17837  -0.01438  0.33024
H  -0.80442  1.48660  -1.08066
H  0.07068  0.18084  -1.84613
H  -1.53539  -0.19825  -1.45927
H  2.31315  1.69111  0.49965
H  3.29555  0.23992  0.07979
H  2.03736  0.66634  -0.94177
H  1.65063  -1.24129  0.94316
H  1.29113  0.09175  1.83493
H  -0.71099  0.75090  0.89308
H  -0.68482  -0.97338  0.48530
H  -2.55239  -0.81871  -0.11947
H  -3.76355  -1.22533  0.67978
O  -3.25900  -1.47484  -0.10054

Force components x, y, z for each atom (eV/Å):
3.1 -0.6 0.2
-0.4 -1.2 -1.4
1.8 2.1 1.3
-2.4 -1.0 -1.0
-0.7 0.0 -0.5
-0.1 0.2 -0.1
-0.5 0.5 0.2
0.0 0.1 0.0
0.1 0.1 0.6
0.0 0.6 -0.1
-0.6 -0.4 -1.0
-0.4 -0.1 0.1
0.4 -0.3 0.9
-0.1 0.2 0.5
-0.1 -0.1 0.0
-0.1 -0.1 0.0
0.0 0.2 0.1

Results of the Mulliken charge analysis, in e, for atoms 1 through 5:
1. C -1.12
2. C -1.04
3. C -0.59
4. C -0.42
5. H 0.25


(3)
DFT (ωB97M-V with the def2-TZVPD basis set) results for 2 unconnected molecules or ions with the total composition C4H12O.

Calculated values
Orbital gap in eV: 11.1
SMILES: CCO.CC
2S+1: 1
Total charge: 0
ΔE to the lowest compared entry with this formula, charge and spin in kJ/mol: 185.61

Cartesian coordinates (Å):
C  0.18170  -1.15418  -2.32803
C  0.16639  -2.00031  -1.08812
H  0.17747  -1.64647  -3.26857
H  -0.63959  -0.49052  -2.27670
H  1.08328  -0.40459  -2.36820
H  0.40327  -1.39927  -0.16550
H  0.85597  -2.86665  -1.21975
H  -0.91122  -2.54190  -1.03098
C  -0.62376  1.15839  1.08373
C  0.68950  1.28044  1.68400
O  -1.69086  1.89043  1.93648
H  -0.81561  1.67190  0.15274
H  -1.08045  0.24944  0.82891
H  1.24929  2.01170  1.29274
H  -1.09424  2.58749  2.25722
H  1.27134  0.31722  1.70676
H  0.77753  1.33691  2.80327

Force components x, y, z for each atom (eV/Å):
2.3 2.5 0.5
-1.5 -2.1 0.2
-0.1 -0.8 -0.6
-1.1 0.7 -0.3
-1.3 -1.5 0.2
-0.4 -0.9 -0.9
-0.2 0.7 0.5
2.4 1.4 0.3
-4.1 2.4 0.3
0.9 -4.3 3.3
2.2 -0.7 -0.6
1.1 0.5 -0.6
-0.1 -1.9 0.6
2.2 2.7 -1.5
-0.9 0.1 0.3
-0.3 0.6 -1.1
-1.1 0.7 -0.7

Results of the Mulliken charge analysis, in e, for atoms 1 through 5:
1. C -0.90
2. C -0.53
3. H 0.36
4. H 0.27
5. H 0.22


(4)
DFT (ωB97M-V with the def2-TZVPD basis set) results for 2 unconnected molecules or ions with the total composition C4H12O.

Calculated values
Orbital gap in eV: 11.9
SMILES: CC(C)C.O
2S+1: 1
Total charge: 0
ΔE to the lowest compared entry with this formula, charge and spin in kJ/mol: 45.28

Cartesian coordinates (Å):
C  0.17081  -0.94593  -1.05790
C  -0.27387  -1.46713  0.31908
C  -0.07228  -0.34206  1.45028
C  0.50308  -2.72926  0.73397
H  0.16852  -1.68651  -1.83727
H  1.24686  -0.72530  -0.93399
H  -0.27638  0.01506  -1.31797
H  -1.30029  -1.79060  0.38101
H  -0.43045  -0.76418  2.38593
H  0.96431  -0.06654  1.26142
H  -0.72311  0.51351  1.18044
H  1.54723  -2.66645  1.05189
H  0.40474  -3.58806  0.04635
H  -0.08102  -3.11351  1.58297
H  -1.16100  6.34804  -2.33057
H  0.12666  6.40441  -1.43637
O  -0.81380  6.60450  -1.47927

Force components x, y, z for each atom (eV/Å):
1.0 0.5 1.4
1.0 0.5 0.7
-1.1 -1.0 -2.8
-1.1 -1.0 0.5
-0.6 -0.2 -0.4
-0.2 0.1 -0.1
-0.3 -0.3 -0.3
-0.6 0.2 -0.5
0.8 0.2 0.3
0.1 0.2 1.2
0.4 -0.3 0.2
-0.1 0.5 -0.2
0.2 0.6 -0.3
0.5 0.0 0.3
0.2 -0.2 -0.3
-0.2 -0.1 -0.3
0.0 0.3 0.7

Results of the Mulliken charge analysis, in e, for atoms 1 through 5:
1. C -1.32
2. C 0.49
3. C -1.21
4. C -1.29
5. H 0.37


(5)
DFT (ωB97M-V with the def2-TZVPD basis set) results for 2 unconnected molecules or ions with the total composition C4H12O.

Calculated values
Orbital gap in eV: 11.1
SMILES: CCO.CC
2S+1: 1
Total charge: 0
ΔE to the lowest compared entry with this formula, charge and spin in kJ/mol: 139.20

Cartesian coordinates (Å):
C  0.26891  2.27446  1.43455
C  -1.28928  1.90703  1.16821
H  0.85622  1.37992  1.66936
H  0.72212  2.80705  0.66432
H  0.34625  2.90662  2.34500
H  -1.44464  0.90461  1.44600
H  -1.67965  2.37405  0.30976
H  -1.96692  2.52495  1.87940
C  0.12774  -1.81145  -1.35093
C  1.55297  -1.47044  -0.93583
O  -0.79473  -1.19456  -0.48365
H  -0.03272  -1.28044  -2.32212
H  0.00400  -2.92359  -1.48156
H  2.22997  -1.31496  -1.75282
H  -0.35118  -0.45120  -0.13218
H  2.05331  -2.25496  -0.35855
H  1.65902  -0.51322  -0.29344

Force components x, y, z for each atom (eV/Å):
-2.2 -0.8 2.1
1.2 3.3 3.1
-0.2 0.1 -0.3
0.7 0.8 -1.5
-0.1 -0.3 -0.5
-0.6 -1.3 -0.6
-0.1 -0.7 -1.9
1.3 -1.1 -0.3
0.7 1.0 -1.4
1.0 0.6 1.6
-1.2 -1.9 0.2
0.1 -1.0 0.2
-0.3 1.2 0.4
0.1 0.1 -0.8
0.5 1.3 0.7
-0.4 0.0 0.2
-0.5 -1.4 -1.0

Results of the Mulliken charge analysis, in e, for atoms 1 through 5:
1. C -0.73
2. C -1.04
3. H 0.21
4. H 0.30
5. H 0.27


(6)
DFT (ωB97M-V with the def2-TZVPD basis set) results for 2 unconnected molecules or ions with the total composition C4H12O.

Calculated values
Orbital gap in eV: 11.1
SMILES: CC(C)C.O
2S+1: 1
Total charge: 0
ΔE to the lowest compared entry with this formula, charge and spin in kJ/mol: 25.45

Cartesian coordinates (Å):
C  0.23447  0.84117  1.14653
C  -0.93584  -0.23157  -0.75311
C  0.68595  1.65363  -1.32709
C  0.32432  0.49200  -0.37628
H  -0.57193  1.56650  1.34707
H  1.20121  1.31428  1.38775
H  0.09522  -0.03123  1.80694
H  -1.87179  0.35013  -0.70591
H  -1.02586  -1.09838  -0.07699
H  -0.80316  -0.60155  -1.78371
H  0.49656  1.33510  -2.36597
H  1.69338  2.09959  -1.27396
H  -0.05473  2.42425  -1.05481
H  1.23547  -0.14004  -0.36139
O  -0.04174  -3.00698  1.31227
H  -0.64354  -3.03107  2.09042
H  -0.01792  -3.93581  0.98829

Force components x, y, z for each atom (eV/Å):
0.5 1.0 -0.7
0.1 -1.1 -0.7
-1.3 0.3 0.5
1.5 0.1 1.6
0.2 -0.2 0.0
-0.4 0.0 0.4
0.1 0.2 -0.6
0.5 0.1 0.1
-0.2 0.2 -0.4
-0.4 -0.1 0.3
0.1 0.2 0.3
-0.4 -0.5 0.3
0.3 0.2 -0.6
-0.8 -0.5 -0.5
-0.6 -1.0 0.5
0.6 0.0 -0.8
0.0 1.0 0.4

Results of the Mulliken charge analysis, in e, for atoms 1 through 5:
1. C -1.33
2. C -1.18
3. C -1.33
4. C 0.80
5. H 0.33


no.,F_max (eV Å⁻¹)
1,2.44
2,3.12
3,5.50
4,3.18
5,4.65
6,2.17